No. 1
Here is a molecular structure, C8H24CaF2O4 in a non-equilibrium geometry from the OMol25 dataset. Energies are from wB97M-V/def2-TZVPD.

The geometry in XYZ format:
```
39
Properties=species:S:1:pos:R:3:forces:R:3:nbo_charge:R:1
C 15.655 2.944 17.244 -0.7 -0.7 0.5 -0.634
H 16.094 2.334 12.645 -0.1 0.0 0.1 0.204
H 15.206 10.178 11.985 -0.2 -0.2 -0.6 0.229
H 17.488 3.652 17.862 0.9 -0.7 -0.3 0.179
H 17.991 0.878 13.468 -0.4 -0.4 -0.2 0.169
C 23.479 5.452 10.312 0.7 0.4 0.8 -0.650
C 15.424 9.142 12.241 0.9 0.3 0.5 -0.643
C 16.996 3.504 16.900 -0.5 0.3 0.4 -0.072
C 18.076 1.413 12.522 -2.4 -0.6 -1.2 -0.063
H 15.226 3.561 18.034 -0.6 0.3 -0.5 0.207
H 22.923 7.522 10.932 0.1 -0.1 -0.3 0.175
H 15.697 6.678 11.290 0.1 -0.5 0.3 0.477
H 16.784 5.345 17.182 0.0 0.7 -0.3 0.480
C 16.368 8.432 11.305 -0.6 0.3 -1.3 -0.064
Ca 18.992 5.930 13.632 1.9 1.7 2.1 1.867
O 18.812 2.563 12.773 1.1 1.2 0.0 -0.757
H 23.348 5.450 9.230 -0.4 0.6 0.0 0.204
H 16.969 2.643 11.158 -0.1 -0.2 -0.2 0.208
H 14.534 8.517 12.307 -0.2 0.4 0.3 0.201
H 15.909 8.330 10.321 0.1 0.8 -0.4 0.152
O 16.494 7.059 11.665 0.7 -0.8 0.8 -0.772
H 15.685 1.978 17.746 0.5 -0.3 -0.1 0.217
O 16.846 4.839 16.369 0.3 -0.5 -0.3 -0.751
O 21.258 6.276 10.935 -0.7 0.0 0.2 -0.772
C 22.668 6.483 11.144 -0.5 -0.9 -0.5 -0.071
H 17.481 2.854 16.171 0.5 0.3 0.2 0.174
H 15.942 9.266 13.193 -0.3 -0.4 0.4 0.234
H 24.537 5.653 10.481 0.2 0.1 -0.1 0.222
F 19.620 8.706 14.912 -0.9 -1.6 -1.2 -0.946
H 22.738 6.389 12.228 0.6 -0.4 -0.1 0.215
H 18.548 0.788 11.764 0.4 -0.1 0.2 0.165
C 16.713 1.867 11.880 0.8 0.1 1.2 -0.630
H 23.367 4.404 10.589 -0.5 0.1 0.5 0.215
F 21.476 5.440 15.669 -1.4 -0.3 -1.4 -0.949
H 21.034 6.434 10.015 0.1 0.0 -0.1 0.469
H 16.114 1.084 11.414 0.3 -0.1 0.0 0.224
H 15.029 2.784 16.366 -0.3 0.5 0.1 0.207
H 19.700 2.216 12.887 0.5 0.6 0.3 0.488
H 17.349 8.884 11.161 0.0 -0.1 0.4 0.193
```
Forces are in eV/Å.

As for the total charge: 0. The value obtained for the HOMO energy is -7.70 eV. As for the frontier orbital gap: 6.48 eV. Its relative energy (zero: lowest compared OMol25 entry of this formula, charge and spin) is 125.0 kcal/mol. As for the spin multiplicity: 1.

---

No. 2
Here is a molecular structure, C8H12ClNSm in a non-equilibrium geometry from the OMol25 dataset. Energies are from wB97M-V/def2-TZVPD.

The geometry in XYZ format:
```
23
Properties=species:S:1:pos:R:3:forces:R:3:lowdin_spin:R:1
Cl 0.923 -2.827 2.150 1.9 0.4 0.6 -0.001
C -0.513 0.025 -2.354 -1.9 0.0 0.4 0.001
H -1.201 -2.788 0.262 3.2 2.0 0.1 0.002
Sm -0.143 0.068 0.104 3.3 -3.0 4.8 5.148
H 2.418 -1.495 -0.156 0.5 -0.3 -0.1 -0.007
H -0.987 2.209 -2.048 0.0 0.1 0.0 0.001
C 2.024 1.387 0.572 0.5 -0.1 0.2 0.037
C -1.195 1.179 -1.813 -1.3 -1.3 -0.5 0.002
H 0.217 2.475 1.059 0.5 0.1 -0.5 0.006
H -0.787 -2.173 -1.940 0.1 0.2 0.1 0.001
H 0.877 2.707 -0.688 0.0 0.0 0.3 0.004
H -2.742 -1.379 -0.233 0.0 0.0 0.0 0.001
C -0.271 -2.541 0.959 -4.5 -2.5 -0.5 -0.025
H 2.177 0.999 1.590 0.1 0.3 -0.6 0.004
C -1.104 -1.154 -1.777 -1.5 1.3 -0.7 0.004
C 0.958 2.211 0.278 0.7 1.1 0.5 0.045
H -2.860 1.335 -0.292 -0.1 0.1 0.1 0.001
H 0.313 0.044 -3.051 0.0 0.0 0.1 0.001
N 1.555 -1.004 0.008 0.4 2.0 -0.6 -0.217
H -0.629 -3.602 1.118 -1.0 -0.3 0.8 0.000
C -2.159 -0.733 -0.868 -0.4 0.9 -2.5 -0.003
C -2.210 0.715 -0.888 -0.4 -0.9 -2.5 -0.006
H 2.831 1.230 -0.140 -0.1 0.1 0.3 0.002
```
Forces are in eV/Å.

As for the total charge: -1. As for the expectation value of S²: 8.82. The value obtained for the HOMO energy (spin up / spin down) is -1.18 / -1.30 eV. As for the frontier orbital gap (spin up / spin down): 3.93 / 4.03 eV. As for the spin multiplicity: 6.

---

No. 3
Here is a gas-phase ion, C2H5N4S (charge -1) in a non-equilibrium geometry from the OMol25 dataset. Energies are from wB97M-V/def2-TZVPD.

The geometry in XYZ format:
```
12
Properties=species:S:1:pos:R:3:forces:R:3:nbo_charge:R:1
C -0.092 1.288 0.207 -0.7 -3.3 1.5 -0.083
H -0.243 1.941 1.090 -0.1 -0.2 -0.2 0.148
N -0.379 -0.294 0.685 -0.5 2.6 0.1 -0.336
N 1.718 -0.019 0.067 -4.9 0.4 1.6 -0.045
N 0.898 -0.880 0.597 -0.3 -1.0 0.0 -0.233
S 3.261 -0.380 -0.110 3.7 -0.7 -0.7 -0.269
H -1.531 -2.008 0.236 -0.7 0.9 -0.4 0.206
N 1.200 1.134 -0.190 2.9 2.3 -1.6 -0.449
H -0.780 -1.121 -1.133 0.1 -0.9 0.0 0.170
C -1.333 -0.999 -0.181 2.2 0.4 -1.6 -0.458
H -0.669 1.629 -0.642 -0.9 0.0 -0.2 0.152
H -2.051 -0.291 -0.626 -0.8 -0.6 1.4 0.196
```
Forces are in eV/Å.

As for the total charge: -1. The value obtained for the HOMO energy (spin up / spin down) is -2.90 / -2.90 eV. As for the frontier orbital gap (spin up / spin down): 6.96 / 6.96 eV. Its relative energy (zero: lowest compared OMol25 entry of this formula, charge and spin) is 31.7 kcal/mol. As for the spin multiplicity: 1.

---

No. 4
Here is a molecular structure, CH2HgO4 in a non-equilibrium geometry from the OMol25 dataset. Energies are from wB97M-V/def2-TZVPD.

The geometry in XYZ format:
```
8
Properties=species:S:1:pos:R:3:forces:R:3:lowdin_spin:R:1
Hg 2.213 0.307 0.029 2.8 -1.3 0.3 0.643
O 0.330 0.917 -1.155 -0.4 -0.8 0.2 0.585
O -1.631 0.599 -0.054 1.6 -1.5 0.2 0.033
C -0.260 0.591 -0.062 -2.7 3.1 0.2 0.027
O 0.774 -1.521 0.079 -1.0 1.1 -0.2 0.180
O 0.277 1.117 0.974 -0.7 -0.8 -0.5 0.529
H -1.941 -0.123 -0.613 -0.2 -0.1 -0.3 0.001
H 0.238 -1.886 0.802 0.6 0.2 0.0 0.002
```
Forces are in eV/Å.

As for the total charge: 0. As for the expectation value of S²: 2.02. The value obtained for the HOMO energy (spin up / spin down) is -8.69 / -9.75 eV. As for the frontier orbital gap (spin up / spin down): 8.96 / 5.74 eV. As for the spin multiplicity: 3.

---

No. 5
Here is a gas-phase ion, C5H5F3NO2 (charge -1) in a non-equilibrium geometry from the OMol25 dataset. Energies are from wB97M-V/def2-TZVPD.

The geometry in XYZ format:
```
16
Properties=species:S:1:pos:R:3:forces:R:3:nbo_charge:R:1
O 3.268 -0.377 -0.103 0.7 -0.3 -0.4 -0.699
C -1.507 -0.463 0.014 2.2 -0.3 -2.5 -0.442
H -1.983 1.655 0.278 0.9 -0.3 -0.6 0.199
C 2.257 -0.203 0.552 -0.1 1.0 -1.1 0.737
O 2.005 -0.125 1.748 0.2 -0.2 1.5 -0.734
H -2.155 -0.762 0.740 -1.6 -0.3 2.4 0.200
C 0.890 0.022 -0.187 -1.3 0.6 -2.3 0.339
H -1.835 -0.966 -0.872 -0.6 0.1 -0.9 0.217
C -1.235 0.991 -0.229 -1.9 1.4 -3.4 -0.246
F 0.705 2.379 -0.039 -0.6 -0.3 -0.4 -0.244
N 0.085 1.146 0.206 2.8 -1.0 1.4 -0.044
H -1.201 1.101 -1.418 -0.7 0.4 2.2 0.188
C -0.108 -1.048 0.199 -1.4 0.2 2.7 0.170
F 0.919 0.066 -1.845 0.0 -0.3 2.9 -0.498
H -0.020 -1.129 1.324 0.7 -0.4 -1.3 0.205
F -0.085 -2.287 -0.369 0.8 -0.4 -0.4 -0.348
```
Forces are in eV/Å.

As for the total charge: -1. The value obtained for the HOMO energy is -4.98 eV. As for the frontier orbital gap: 8.60 eV. Its relative energy (zero: lowest compared OMol25 entry of this formula, charge and spin) is 60.5 kcal/mol. As for the spin multiplicity: 1.

---

No. 6
Here is 2 unconnected molecules or ions with the total composition C5H9FSi in a non-equilibrium geometry from the OMol25 dataset. Energies are from wB97M-V/def2-TZVPD.

The geometry in XYZ format:
```
16
Properties=species:S:1:pos:R:3:forces:R:3:nbo_charge:R:1
H 1.257 1.081 1.098 -1.0 -0.2 -1.9 0.188
H 1.367 0.394 4.141 -0.7 -0.1 -1.5 0.207
C -1.365 -0.271 -2.340 1.0 2.7 -0.2 -0.199
H 0.580 0.403 -1.900 0.7 0.2 0.1 0.164
C -1.419 -1.345 -1.374 1.5 0.2 1.5 -0.952
H -2.377 -0.013 -2.743 1.2 -0.2 -0.3 0.212
C -0.275 0.580 -2.516 -3.1 -1.8 -0.4 -0.442
H -2.398 -1.429 -0.887 0.5 -0.7 -0.1 0.261
Si 0.084 -1.708 -0.509 0.1 -2.3 2.0 1.547
F 0.140 -2.896 0.747 -0.4 2.1 -2.1 -0.654
H 0.133 -0.311 2.874 -0.6 -0.3 0.3 0.192
H 2.435 1.608 2.381 -1.6 -0.6 -0.6 0.185
C 1.472 1.033 2.106 3.7 1.6 2.5 -0.388
H -0.276 1.371 -3.255 0.1 -0.1 0.1 0.211
C 0.937 0.358 3.094 0.3 -0.4 1.1 -0.382
H 1.621 -1.457 -0.585 -1.5 -0.1 -0.4 -0.151
```
Forces are in eV/Å.

As for the total charge: 0. The value obtained for the HOMO energy (spin up / spin down) is -7.96 / -7.96 eV. As for the frontier orbital gap (spin up / spin down): 7.55 / 7.55 eV. Its relative energy (zero: lowest compared OMol25 entry of this formula, charge and spin) is 74.2 kcal/mol. As for the spin multiplicity: 1.

---

No. 7
Here is 2 unconnected molecules or ions with the total composition CH7NO in a non-equilibrium geometry from the OMol25 dataset. Energies are from wB97M-V/def2-TZVPD.

The geometry in XYZ format:
```
10
Properties=species:S:1:pos:R:3:forces:R:3:nbo_charge:R:1
H 0.872 -0.143 -0.518 0.2 0.6 0.4 0.364
N 1.335 -0.142 0.402 -1.5 -0.3 -0.2 -0.832
H 1.283 -1.139 0.569 0.3 -0.2 0.4 0.339
H -2.089 -0.501 -1.074 -1.4 -0.5 1.3 0.466
C 0.417 0.504 1.409 1.0 1.8 -0.7 -0.428
H 0.310 -0.092 2.296 -0.4 -0.5 0.2 0.187
H -1.447 -0.850 -2.400 0.3 1.6 1.7 0.472
H -0.560 0.881 1.007 0.7 -0.7 0.3 0.184
H 0.946 1.421 1.784 -0.5 -0.6 -0.4 0.184
O -1.396 -0.201 -1.617 1.2 -1.1 -3.0 -0.937
```
Forces are in eV/Å.

As for the total charge: 0. The value obtained for the HOMO energy is -9.26 eV. As for the frontier orbital gap: 9.93 eV. Its relative energy (zero: lowest compared OMol25 entry of this formula, charge and spin) is 9.6 kcal/mol. As for the spin multiplicity: 1.

---

No. 8
Here is a single C3H6FN molecule in a non-equilibrium geometry from the OMol25 dataset. Energies are from wB97M-V/def2-TZVPD.

The geometry in XYZ format:
```
11
Properties=species:S:1:pos:R:3:forces:R:3:nbo_charge:R:1
C 0.402 -1.084 0.050 -3.2 3.7 -1.7 -0.260
H 0.176 -1.739 0.902 0.7 1.2 0.8 0.224
C -0.887 1.267 0.001 -0.3 -0.6 -0.1 -0.564
H 1.522 0.538 -0.874 -0.6 -2.8 1.4 0.370
N 1.479 -0.196 -0.061 3.0 2.9 1.2 -0.825
H -1.790 1.934 0.272 1.7 -1.3 -0.9 0.247
H 0.173 1.667 -0.073 -2.0 0.1 0.2 0.213
F -1.889 -0.977 -0.065 -1.5 1.2 -0.3 -0.352
C -0.886 -0.072 -0.184 1.3 -2.3 2.3 0.403
H 0.429 -1.808 -0.673 -0.1 -1.5 -2.5 0.198
H 1.270 0.470 0.705 1.1 -0.6 -0.2 0.345
```
Forces are in eV/Å.

As for the total charge: 0. The value obtained for the HOMO energy is -9.29 eV. As for the frontier orbital gap: 10.19 eV. Its relative energy (zero: lowest compared OMol25 entry of this formula, charge and spin) is 40.5 kcal/mol. As for the spin multiplicity: 1.

---

Copy entry 7 word for word.
Here is 2 unconnected molecules or ions with the total composition CH7NO in a non-equilibrium geometry from the OMol25 dataset. Energies are from wB97M-V/def2-TZVPD.

The geometry in XYZ format:
```
10
Properties=species:S:1:pos:R:3:forces:R:3:nbo_charge:R:1
H 0.872 -0.143 -0.518 0.2 0.6 0.4 0.364
N 1.335 -0.142 0.402 -1.5 -0.3 -0.2 -0.832
H 1.283 -1.139 0.569 0.3 -0.2 0.4 0.339
H -2.089 -0.501 -1.074 -1.4 -0.5 1.3 0.466
C 0.417 0.504 1.409 1.0 1.8 -0.7 -0.428
H 0.310 -0.092 2.296 -0.4 -0.5 0.2 0.187
H -1.447 -0.850 -2.400 0.3 1.6 1.7 0.472
H -0.560 0.881 1.007 0.7 -0.7 0.3 0.184
H 0.946 1.421 1.784 -0.5 -0.6 -0.4 0.184
O -1.396 -0.201 -1.617 1.2 -1.1 -3.0 -0.937
```
Forces are in eV/Å.

As for the total charge: 0. The value obtained for the HOMO energy is -9.26 eV. As for the frontier orbital gap: 9.93 eV. Its relative energy (zero: lowest compared OMol25 entry of this formula, charge and spin) is 9.6 kcal/mol. As for the spin multiplicity: 1.